The following is a DFT calculation (wB97M-V/def2-TZVPD) of a single C4H6N2O molecule.

Last column: Löwdin charge in e.
Atoms and positions in Å:
N 1.91 0.80 -0.02  0.11
C 0.59 0.33 -0.09  -0.27
C 0.08 -1.02 0.12  -0.50
O 0.79 -2.05 0.62  -0.18
C -1.39 -0.78 0.21  0.01
C -1.65 0.52 -0.04  -0.10
N -0.44 1.18 -0.26  0.10
H 2.55 0.16 -0.49  0.10
H 2.16 0.73 0.97  0.10
H 0.43 -1.51 -0.86  0.23
H -2.13 -1.54 0.45  0.11
H -2.57 1.08 -0.09  0.11
H -0.34 2.14 -0.54  0.16

- relative energy (zero: lowest compared OMol25 entry of this formula, charge and spin) (eV) = 4.064
- orbital gap (alpha / beta) (eV) = 7.74 / 7.74
- net charge = 0

***

The following is a DFT calculation (wB97M-V/def2-TZVPD) of a molecular structure, C54H31N21OSc.

Last column: Löwdin charge in e.
Atoms and positions in Å:
Sc -1.31 -0.37 1.40  1.09
C -0.45 -7.04 3.41  -0.11
C 0.87 -6.96 2.89  -0.11
C 1.27 -5.79 2.22  -0.02
C 0.35 -4.69 2.21  -0.11
C 0.55 -3.28 1.84  -0.30
N 1.78 -2.89 1.46  0.19
C 2.03 -1.60 1.38  -0.32
C 3.34 -1.03 1.22  -0.12
C 4.56 -1.61 0.93  -0.03
C 5.72 -0.79 0.94  -0.10
C 5.61 0.60 1.14  -0.12
C 4.35 1.23 1.17  -0.02
C 3.19 0.40 1.23  -0.10
C 1.78 0.61 1.23  -0.15
N 1.39 3.07 1.07  0.15
C 0.48 1.75 2.79  -0.18
N -0.71 0.98 3.04  0.02
C -1.46 1.45 4.11  -0.29
N -2.59 0.94 4.56  0.06
C -4.02 0.05 2.68  -0.41
N -3.03 -0.99 2.52  0.02
C -3.57 -2.21 2.77  -0.26
N -2.81 -3.32 2.83  0.16
C -1.56 -3.49 2.51  -0.28
N -0.63 -2.60 1.97  0.09
C -0.95 -4.82 2.71  -0.12
C -1.37 -6.02 3.24  -0.04
C -4.96 -2.12 3.12  -0.08
C -6.02 -3.02 3.27  0.01
C -7.33 -2.46 3.31  -0.07
C -7.57 -1.09 3.47  -0.08
C -6.50 -0.22 3.40  -0.03
C -5.25 -0.72 3.19  -0.06
C -0.79 2.71 4.56  -0.10
C -1.23 3.60 5.52  -0.02
C -0.48 4.77 5.71  -0.09
C 0.70 4.95 4.98  -0.11
C 1.13 4.05 4.04  -0.05
C 0.35 2.95 3.73  -0.07
N 1.12 -0.59 1.44  0.09
H -0.70 -8.01 3.92  0.11
H 1.53 -7.82 3.01  0.09
H 2.30 -5.65 1.88  0.10
H 4.65 -2.65 0.74  0.09
H 6.72 -1.24 0.96  0.09
H 6.53 1.17 1.20  0.09
H 4.22 2.26 1.23  0.07
H -2.39 -6.11 3.54  0.09
H -5.78 -4.05 3.22  0.09
H -8.17 -3.12 3.41  0.08
H -8.54 -0.70 3.67  0.09
H -6.63 0.84 3.53  0.11
H -2.17 3.34 6.02  0.11
H -0.77 5.48 6.48  0.09
H 1.27 5.88 5.14  0.10
H 2.06 4.29 3.55  0.10
C 5.91 -0.43 -9.89  -0.07
O 5.60 0.91 -9.43  -0.10
C 4.60 1.02 -8.48  -0.25
C 3.64 -0.01 -8.21  -0.01
C 2.77 0.09 -7.10  -0.02
C 2.75 1.25 -6.30  -0.16
C 3.64 2.31 -6.64  -0.03
C 4.55 2.22 -7.70  0.00
C 1.91 1.19 -5.10  -0.22
N 1.34 0.03 -4.68  0.16
C 0.80 0.26 -3.45  -0.16
C 1.07 1.61 -3.03  -0.12
N 1.80 2.14 -4.08  0.17
C 0.70 2.10 -1.75  -0.04
C 1.22 3.35 -1.34  0.00
C 1.36 3.77 -0.02  -0.14
C 0.84 1.80 1.21  -0.36
N -0.40 1.45 0.41  0.00
C -0.36 1.29 -0.97  -0.32
C -0.43 -0.20 -1.41  -0.12
N -1.17 -1.05 -0.69  0.03
C -1.67 -2.22 -1.21  -0.07
C -1.33 -2.59 -2.49  -0.04
C -0.38 -1.86 -3.19  0.03
C 0.07 -0.66 -2.63  -0.09
H 6.64 -0.28 -10.68  0.09
H 4.99 -0.84 -10.35  0.09
H 6.30 -1.13 -9.14  0.10
H 3.58 -0.94 -8.78  0.10
H 2.12 -0.71 -6.82  0.10
H 3.65 3.25 -6.03  0.12
H 5.16 3.05 -7.93  0.10
H 2.10 3.11 -4.14  0.15
H 1.60 4.01 -2.10  0.10
H 1.44 4.84 0.05  0.11
H 1.28 1.06 3.25  0.18
H -2.42 -2.71 -0.61  0.12
H -1.72 -3.53 -2.94  0.12
H 0.14 -2.15 -4.08  0.11
N -4.67 2.45 0.01  0.12
C -4.49 1.83 1.29  -0.40
N -4.59 2.72 2.32  0.04
N -4.21 2.39 3.53  0.10
N -3.63 1.14 3.67  -0.07
N -4.09 0.61 1.33  0.18
C -3.64 2.43 -0.88  -0.42
N -3.04 3.56 -1.36  0.08
N -1.87 3.18 -1.79  0.06
N -1.75 1.85 -1.51  -0.06
N -2.88 1.35 -0.97  0.15
H -4.93 3.44 0.10  0.12

- relative energy (zero: lowest compared OMol25 entry of this formula, charge and spin) (eV) = 6.771
- orbital gap (alpha / beta) (eV) = 4.70 / 4.31
- net charge = -1

***

The following is a DFT calculation (wB97M-V/def2-TZVPD) of 2 unconnected molecules or ions with the total composition C3H2INO2.

Last column: Löwdin charge in e.
Atoms and positions in Å:
O 0.96 2.36 -0.86  0.15
C 1.33 1.31 -0.53  -0.48
N 1.56 0.24 -0.02  -0.51
I 2.25 -1.58 0.00  0.91
C -1.44 -0.80 -0.08  0.01
C -1.03 0.06 0.76  -0.33
O -0.68 0.78 1.60  0.17
H -1.96 -0.65 -0.96  0.05
H -0.98 -1.72 0.09  0.02

- relative energy (zero: lowest compared OMol25 entry of this formula, charge and spin) (eV) = 1.509
- orbital gap (eV) = 8.67
- SMILES = O=C=NI.C=C=O
- net charge = 0